Molecular formula: C6H16N4
Method: DFT, the ωB97M-V functional and the def2-TZVPD basis

Calculated values
2S+1	1
ΔE to the lowest compared entry with this formula, charge and spin	17.4	kcal per mole
molar mass	144.2	g mol⁻¹
Kohn-Sham gap	9.06	eV
SMILES	[H]/N=C(\N)NN.CC=C(C)C

Each line ends with the Löwdin charge.
Cartesian coordinates (Å):
C 2.35117 -0.28900 -0.53298  -0.07
C 1.19668 0.60408 1.54141  -0.08
C -0.49966 2.33192 -0.19942  -0.12
C 1.33980 0.64444 0.06747  -0.39
C 0.47761 1.31545 -0.70888  -0.18
H 0.54275 1.21105 -1.78494  0.10
H 2.19103 -0.40513 -1.61020  0.08
H 3.35712 0.10692 -0.36551  0.08
H 2.31538 -1.27202 -0.08440  0.05
H 0.13548 0.09818 1.71613  0.08
H 1.10663 1.59689 1.97684  0.07
H 2.00489 0.05675 2.02100  0.07
H -1.05887 1.95436 0.65594  0.05
H 0.02195 3.22874 0.14233  0.08
H -1.20088 2.63249 -0.97601  0.06
N -0.68430 -1.78393 -0.75646  -0.06
C -1.50109 -0.88168 -0.11275  -0.57
N -0.05877 -2.79681 -0.00218  0.02
N -2.35870 -0.16891 -0.94567  0.13
N -1.44440 -0.81045 1.17049  0.08
H -0.98844 -2.10477 -1.66363  0.13
H -0.75449 -3.25061 0.60799  0.08
H 0.59590 -2.34240 0.62206  0.05
H -1.96336 0.03951 -1.85826  0.10
H -2.98296 0.47008 -0.48236  0.09
H -2.14047 -0.18517 1.56197  0.05